Entry 1
The following is a quantum chemistry calculation of 2 unconnected molecules or ions with the total composition C2H3N2O2, from OMol25.

Cartesian coordinates (Å):
C1 2.096 1.245 0.791
C2 -1.431 -0.717 -0.626
N1 0.403 -0.893 0.780
N2 -0.160 -0.143 -0.030
O1 2.312 1.426 -0.339
O2 2.092 1.269 1.937
H1 -1.995 -1.386 -0.041
H2 -1.186 -0.939 -1.660
H3 -2.130 0.138 -0.812

Output
Frontier orbital gap (spin up / spin down)   4.68 / 4.68 eV
HOMO (spin up / spin down)   -0.788 / -0.788 eV
Total charge   -1
E_LUMO (spin up / spin down)   3.9 / 3.9 eV

Atom charges from the Mulliken analysis, given in e for atoms 1 to 6: C 0.70; C -1.37; N -0.67; N 0.09; O -0.44; O -0.39

---

Entry 2
The following is a quantum chemistry calculation of 2 unconnected molecules or ions with the total composition C2H3N2O2, from OMol25.

Cartesian coordinates (Å):
C1 -1.797 0.201 0.065
C2 1.225 0.650 -0.007
N1 -2.787 0.815 0.019
N2 -0.691 -0.378 0.318
O1 -0.431 -1.678 -0.263
O2 2.272 0.150 0.443
H1 0.747 1.502 0.492
H2 0.485 -1.816 0.008
H3 0.977 0.554 -1.075

Output
Frontier orbital gap   7.46 eV
HOMO   -3.253 eV
Total charge   -1
E_LUMO   4.2 eV

Atom charges from the Mulliken analysis, given in e for atoms 1 to 6: C 0.39; C -0.05; N -0.61; N -0.51; O -0.42; O -0.58

---

Entry 3
The following is a quantum chemistry calculation of a gas-phase ion, C2H3N2O2 (charge -1), from OMol25.

Cartesian coordinates (Å):
O1 -2.431 -1.409 0.427
N1 -1.864 -0.632 -0.362
C1 -0.400 -0.362 0.012
C2 -0.282 1.092 0.260
N2 -1.326 1.761 0.134
O2 -2.477 0.909 -0.307
H1 0.276 -0.624 -0.776
H2 0.056 -0.762 0.859
H3 0.599 1.664 0.699

Output
Frontier orbital gap   6.21 eV
HOMO   -1.839 eV
Total charge   -1
E_LUMO   4.4 eV
SMILES string   [O-]N1CC=NO1

Atom charges from the Mulliken analysis, given in e for atoms 1 to 6: O -0.65; N 0.05; C -0.34; C -0.16; N -0.38; O -0.33

---

Stability summary - winner: entry 1; margin: 73.6 kJ/mol.

---

Entry 1
The following is a quantum chemistry calculation of C5H11N3 in the gas phase, from OMol25.

Cartesian coordinates (Å):
C1 -2.562 -0.470 -0.312
N1 -1.240 0.040 -0.493
C2 -0.860 1.163 0.110
C3 0.367 1.712 0.273
C4 1.615 1.361 -0.325
N2 2.034 0.321 -0.897
N3 1.204 -0.809 -0.647
C5 1.523 -1.374 0.755
H1 -2.394 -1.154 0.557
H2 -2.984 -1.001 -1.149
H3 -3.294 0.296 -0.012
H4 -0.606 -0.695 -0.917
H5 -1.658 1.672 0.764
H6 0.238 2.783 0.645
H7 2.360 2.195 -0.236
H8 1.719 -1.503 -1.239
H9 0.650 -2.226 0.836
H10 1.228 -0.504 1.466
H11 2.658 -1.808 0.823

Output
Frontier orbital gap   8.50 eV
HOMO   -7.584 eV
Total charge   0
E_LUMO   0.9 eV
SMILES string   CN/C=C\C=N/NC

Atom charges from the Mulliken analysis, given in e for atoms 1 to 6: C -0.95; N -0.16; C 0.30; C -0.49; C -0.08; N -0.75

---

Entry 2
The following is a quantum chemistry calculation of C5H11N3 in the gas phase, from OMol25.

Cartesian coordinates (Å):
C1 0.174 -0.070 2.738
C2 0.051 -0.039 1.206
N1 0.773 -0.893 0.597
N2 0.589 -0.686 -0.883
C3 0.046 -1.924 -1.337
N3 -0.369 0.358 -1.075
C4 0.288 1.523 -1.702
C5 -0.858 0.741 0.271
H1 -0.391 -0.898 3.061
H2 -0.097 0.884 3.173
H3 1.235 -0.168 2.938
H4 0.505 -2.171 -2.336
H5 0.465 -2.603 -0.698
H6 -1.135 -1.805 -1.335
H7 0.614 1.228 -2.695
H8 -0.465 2.351 -1.641
H9 1.172 1.895 -1.171
H10 -1.887 0.469 0.509
H11 -0.710 1.809 0.380

Output
Frontier orbital gap   9.33 eV
HOMO   -8.408 eV
Total charge   0
E_LUMO   0.9 eV
SMILES string   CC1=NN(C)N(C)C1

Atom charges from the Mulliken analysis, given in e for atoms 1 to 6: C -1.17; C 0.68; N -0.61; N -0.05; C -0.75; N -0.12

---

Entry 3
The following is a quantum chemistry calculation of C5H11N3 in the gas phase, from OMol25.

Cartesian coordinates (Å):
C1 -1.053 -0.986 1.773
C2 0.042 -1.257 -1.781
C3 0.417 0.978 -0.048
C4 0.157 -0.710 -0.390
N1 0.769 1.731 -1.215
N2 -0.447 1.767 0.781
C5 1.262 -0.099 0.331
N3 -0.184 -1.451 0.701
H1 -0.004 1.822 -1.863
H2 1.581 1.358 -1.686
H3 -0.426 1.493 1.753
H4 -0.196 2.745 0.693
H5 1.934 -0.450 1.101
H6 -1.601 -1.861 2.132
H7 -0.502 -0.602 2.640
H8 -1.778 -0.233 1.450
H9 0.612 -0.674 -2.503
H10 0.425 -2.281 -1.777
H11 -1.005 -1.291 -2.094

Output
Frontier orbital gap (spin up / spin down)   8.20 / 8.20 eV
HOMO (spin up / spin down)   -7.653 / -7.650 eV
Total charge   0
E_LUMO (spin up / spin down)   0.6 / 0.6 eV

Atom charges from the Mulliken analysis, given in e for atoms 1 to 6: C -0.93; C -1.45; C 0.57; C 1.02; N -0.65; N -0.59

---

Stability summary - winner: entry 2; margin: 57.9 kJ/mol.

---

Entry 1
The following is a quantum chemistry calculation of C6H5NO2 in the gas phase, from OMol25.

Cartesian coordinates (Å):
C1 -2.223 -0.843 1.569
C2 -1.286 -0.963 0.772
C3 -0.133 -0.766 -0.026
C4 0.631 -1.768 -0.580
O1 1.782 -1.139 -1.112
C5 1.577 0.178 -1.005
O2 2.405 0.989 -1.265
N1 0.387 0.414 -0.379
C6 -0.120 1.749 -0.040
H1 -3.060 -1.187 2.235
H2 0.588 -2.850 -0.628
H3 0.608 2.420 -0.364
H4 -1.188 1.849 -0.181
H5 0.033 1.917 1.003

Output
Frontier orbital gap   9.11 eV
HOMO   -8.395 eV
Total charge   0
E_LUMO   0.7 eV
SMILES string   C#Cc1coc(=O)n1C

Atom charges from the Mulliken analysis, given in e for atoms 1 to 6: C -0.18; C -0.56; C 0.63; C -0.51; O -0.33; C 0.58

---

Entry 2
The following is a quantum chemistry calculation of C6H5NO2 in the gas phase, from OMol25.

Cartesian coordinates (Å):
C1 -1.255 1.983 -0.899
C2 0.976 -0.297 0.717
C3 1.125 -1.318 -0.137
C4 -0.390 0.491 0.775
C5 0.492 -1.030 -1.412
C6 -0.715 0.758 -0.589
N1 -1.381 3.139 -0.960
O1 -0.217 0.057 -1.576
O2 -1.390 -0.406 1.382
H1 1.553 -0.157 1.553
H2 1.779 -2.158 -0.173
H3 -0.411 1.274 1.554
H4 0.595 -1.643 -2.280
H5 -0.762 -0.691 2.046

Output
Frontier orbital gap (spin up / spin down)   7.49 / 7.30 eV
HOMO (spin up / spin down)   -8.297 / -8.123 eV
Total charge   0
E_LUMO (spin up / spin down)   -0.8 / -0.8 eV

Atom charges from the Mulliken analysis, given in e for atoms 1 to 6: C -0.03; C -0.86; C -0.24; C 0.35; C -0.12; C 0.12

---

Stability summary - winner: entry 1; margin: 184.9 kJ/mol.

---

Entry 1
The following is a quantum chemistry calculation of C6H7FO in the gas phase, from OMol25.

Cartesian coordinates (Å):
C1 -0.430 1.424 3.043
C2 -0.287 0.798 2.046
C3 -0.278 -0.253 1.139
C4 0.891 -0.952 0.444
C5 0.555 0.204 -0.418
F1 1.291 1.289 -0.358
C6 -0.096 0.100 -1.800
O1 -0.411 -1.220 -2.124
H1 -0.968 2.251 3.523
H2 -1.250 -0.769 1.065
H3 1.823 -0.835 0.851
H4 0.675 -1.962 0.086
H5 0.581 0.512 -2.604
H6 -1.034 0.727 -1.983
H7 -1.064 -1.314 -2.909

Output
Frontier orbital gap   8.89 eV
HOMO   -8.294 eV
Total charge   0
E_LUMO   0.6 eV
SMILES string   C#C[C@@H]1C[C@@]1(F)CO

Atom charges from the Mulliken analysis, given in e for atoms 1 to 6: C -0.01; C -0.63; C -0.10; C -0.70; C 0.64; F -0.29

---

Entry 2
The following is a quantum chemistry calculation of C6H7FO in the gas phase, from OMol25.

Cartesian coordinates (Å):
C1 -1.936 -1.160 0.002
C2 -0.594 -1.037 -0.096
C3 0.032 0.299 -0.048
C4 -0.807 1.515 0.063
C5 1.373 0.380 -0.014
F1 1.980 1.560 -0.057
C6 2.404 -0.704 -0.013
O1 2.203 -1.864 0.083
H1 -2.550 -2.071 -0.153
H2 -2.486 -0.279 0.120
H3 0.050 -1.918 -0.121
H4 -1.284 1.558 1.050
H5 -0.220 2.418 -0.038
H6 -1.599 1.573 -0.704
H7 3.433 -0.270 -0.073

Output
Frontier orbital gap   8.81 eV
HOMO   -9.013 eV
Total charge   0
E_LUMO   -0.2 eV
SMILES string   C=C/C(C)=C(/F)C=O

Atom charges from the Mulliken analysis, given in e for atoms 1 to 6: C -0.85; C -0.32; C 0.93; C -1.57; C 0.32; F -0.31

---

Stability summary - winner: entry 2; margin: 297.4 kJ/mol.

---

Entry 1
The following is a quantum chemistry calculation of C3H4N2S in the gas phase, from OMol25.

Cartesian coordinates (Å):
C1 -0.011 0.384 1.032
C2 0.925 -0.575 0.570
C3 -1.101 0.624 -1.012
N1 -0.926 0.932 0.344
N2 1.807 -1.297 0.976
S1 0.080 -0.532 -1.756
H1 0.061 0.671 2.076
H2 -2.107 0.202 -1.116
H3 -1.076 1.562 -1.577
H4 2.347 -1.972 0.463

Output
Frontier orbital gap   7.99 eV
HOMO   -8.460 eV
Total charge   0
E_LUMO   -0.5 eV

Atom charges from the Mulliken analysis, given in e for atoms 1 to 6: C 0.00; C 0.26; C -0.32; N -0.42; N -0.47; S -0.30

---

Entry 2
The following is a quantum chemistry calculation of C3H4N2S in the gas phase, from OMol25.

Cartesian coordinates (Å):
S1 -2.193 -0.018 -0.144
C1 -0.442 -0.072 0.380
C2 0.577 -1.107 -0.019
N1 1.756 -0.575 -0.179
N2 1.545 0.778 -0.298
C3 0.373 1.077 0.115
H1 -1.698 -0.054 -1.418
H2 -0.485 -0.020 1.464
H3 0.499 -2.131 0.030
H4 0.066 2.122 0.070

Output
Frontier orbital gap   9.63 eV
HOMO   -9.668 eV
Total charge   0
E_LUMO   0.0 eV
SMILES string   SC1C=NN=C1

Atom charges from the Mulliken analysis, given in e for atoms 1 to 6: S -0.15; C 0.20; C -0.31; N -0.36; N -0.34; C -0.37

---

Stability summary - winner: entry 2; margin: 13.4 kJ/mol.

---

Entry 1
The following is a quantum chemistry calculation of C3H4N2S in the gas phase, from OMol25.

Cartesian coordinates (Å):
N1 -2.054 1.851 -0.432
C1 -1.339 1.076 0.018
C2 -0.455 0.225 0.859
C3 0.785 -0.089 0.006
N2 0.748 -1.220 -0.829
S1 2.106 0.872 0.068
H1 -0.259 0.798 1.863
H2 -1.051 -0.641 1.221
H3 -0.044 -1.667 -1.326
H4 1.563 -1.204 -1.449

Output
Frontier orbital gap   9.06 eV
HOMO   -9.095 eV
Total charge   0
E_LUMO   0.0 eV
SMILES string   N#CCC(N)=S

Atom charges from the Mulliken analysis, given in e for atoms 1 to 6: N -0.37; C 0.21; C -0.32; C 0.19; N -0.44; S -0.28

---

Entry 2
The following is a quantum chemistry calculation of C3H4N2S in the gas phase, from OMol25.

Cartesian coordinates (Å):
C1 0.111 -0.605 -0.054
C2 1.377 -0.654 -0.142
C3 -2.292 -0.453 -0.034
N1 2.946 1.751 -0.001
N2 -1.020 -1.024 0.185
S1 2.925 -0.227 -0.062
H1 -2.173 0.549 0.384
H2 -2.601 -0.361 -1.200
H3 -3.146 -0.820 0.538
H4 3.874 1.844 0.385

Output
Frontier orbital gap (spin up / spin down)   7.46 / 7.10 eV
HOMO (spin up / spin down)   -8.687 / -8.053 eV
Total charge   0
E_LUMO (spin up / spin down)   -1.2 / -1.0 eV

Atom charges from the Mulliken analysis, given in e for atoms 1 to 6: C 1.02; C -0.62; C -0.63; N -0.39; N -0.33; S -0.06

---

Stability summary - winner: entry 1; margin: 495.7 kJ/mol.

---

Entry 1
The following is a quantum chemistry calculation of a molecular structure, C6H9NO2, from OMol25.

Cartesian coordinates (Å):
C1 -2.346 -0.399 0.228
C2 -0.560 0.741 -0.245
C3 0.779 0.904 -0.914
C4 0.411 0.473 0.964
C5 1.155 -0.720 0.618
C6 1.406 -0.405 -0.895
H1 -3.094 -1.084 -0.061
H2 -3.034 0.484 0.671
H3 -1.721 -0.722 1.068
H4 -0.801 1.855 -0.089
H5 0.634 1.593 -1.724
H6 0.271 0.747 2.072
H7 0.682 -1.729 0.611
H8 2.809 -1.529 -0.070
H9 1.159 -1.095 -1.774
N1 2.526 -0.563 0.030
O1 -1.441 -0.131 -0.787
O2 1.165 1.579 0.297

Output
Frontier orbital gap   9.94 eV
HOMO   -9.074 eV
Total charge   0
E_LUMO   0.9 eV

Atom charges from the Mulliken analysis, given in e for atoms 1 to 6: C -0.66; C -0.06; C -0.22; C -0.38; C -0.23; C -0.06

---

Entry 2
The following is a quantum chemistry calculation of C6H9NO2 in the gas phase, from OMol25.

Cartesian coordinates (Å):
C1 -0.305 1.856 -0.594
C2 0.396 1.135 0.297
C3 0.501 1.509 1.743
C4 1.546 0.156 -0.217
O1 2.679 0.262 0.206
N1 1.043 -0.775 -1.042
C5 -0.029 -1.307 -0.487
C6 -1.123 -1.839 -1.360
O2 -0.026 -1.788 0.769
H1 -0.439 1.509 -1.615
H2 -0.883 2.724 -0.292
H3 0.246 0.651 2.373
H4 -0.148 2.353 1.996
H5 1.517 1.822 1.996
H6 -2.099 -1.662 -0.903
H7 -0.971 -2.914 -1.487
H8 -1.093 -1.372 -2.346
H9 -0.813 -2.320 0.963

Output
Frontier orbital gap   9.53 eV
HOMO   -9.354 eV
Total charge   0
E_LUMO   0.2 eV
SMILES string   C=C(C)C(=O)/N=C(/C)O

Atom charges from the Mulliken analysis, given in e for atoms 1 to 6: C -1.05; C 0.91; C -1.14; C 0.46; O -0.58; N -0.42

---

Entry 3
The following is a quantum chemistry calculation of a molecular structure, C6H9NO2, from OMol25.

Cartesian coordinates (Å):
C1 0.022 2.141 0.563
N1 1.068 -0.847 -1.486
C2 0.077 0.147 -1.127
C3 -0.890 -0.713 -0.431
C4 -0.051 0.642 0.658
C5 -1.615 -1.793 -0.438
C6 0.069 0.059 1.851
O1 2.111 -1.370 -0.713
O2 -0.416 0.882 -2.017
H1 2.085 -1.036 0.195
H2 1.312 -0.848 -2.472
H3 0.893 2.431 -0.028
H4 0.129 2.613 1.538
H5 -0.867 2.533 0.070
H6 -2.621 -1.766 -0.037
H7 -1.290 -2.710 -0.907
H8 0.104 0.626 2.770
H9 -0.121 -0.992 2.014

Output
Frontier orbital gap (spin up / spin down)   6.46 / 6.46 eV
HOMO (spin up / spin down)   -7.616 / -7.615 eV
Total charge   0
E_LUMO (spin up / spin down)   -1.2 / -1.2 eV

Atom charges from the Mulliken analysis, given in e for atoms 1 to 6: C -1.38; N -0.16; C 0.73; C 0.22; C 0.62; C -0.75

---

Stability summary - winner: entry 2; margin: 344.6 kJ/mol.

---

Entry 1
The following is a quantum chemistry calculation of C6H9NO2 in the gas phase, from OMol25.

Cartesian coordinates (Å):
C1 2.050 0.073 0.419
N1 0.690 0.500 0.057
C2 -0.418 0.565 1.241
C3 -1.292 -0.336 0.645
C4 -0.165 -0.447 -0.825
C5 -2.258 -1.172 1.011
C6 -0.400 -0.148 -2.148
O1 0.749 1.793 -0.515
O2 -0.347 1.490 2.018
H1 0.516 2.377 0.235
H2 0.205 -1.452 -0.636
H3 2.663 0.057 -0.479
H4 1.987 -0.917 0.866
H5 2.450 0.782 1.142
H6 -2.411 -1.479 2.041
H7 -2.922 -1.594 0.263
H8 -0.565 0.864 -2.483
H9 -0.532 -0.956 -2.851

Output
Frontier orbital gap (spin up / spin down)   6.06 / 6.86 eV
HOMO (spin up / spin down)   -6.484 / -7.006 eV
Total charge   0
E_LUMO (spin up / spin down)   -0.4 / -0.1 eV

Atom charges from the Mulliken analysis, given in e for atoms 1 to 6: C -0.97; N 0.59; C 0.54; C 0.14; C -0.17; C -0.90

---

Entry 2
The following is a quantum chemistry calculation of a molecular structure, C6H9NO2, from OMol25.

Cartesian coordinates (Å):
C1 1.631 0.970 1.561
C2 -0.765 0.354 0.829
C3 -0.807 -0.697 -0.835
C4 0.568 0.475 0.640
C5 0.828 -0.191 -0.659
C6 -0.919 -2.042 -0.791
O1 -1.620 -0.013 -1.704
O2 1.140 0.618 -1.745
N1 -1.765 0.753 1.466
H1 -1.597 0.923 -1.474
H2 0.597 1.418 -1.709
H3 -2.685 0.377 1.274
H4 1.539 -1.020 -0.666
H5 1.202 1.249 2.522
H6 2.375 0.186 1.739
H7 2.162 1.827 1.137
H8 -0.259 -2.619 -0.164
H9 -1.625 -2.568 -1.418

Output
Frontier orbital gap (spin up / spin down)   6.60 / 6.61 eV
HOMO (spin up / spin down)   -7.579 / -7.580 eV
Total charge   0
E_LUMO (spin up / spin down)   -1.0 / -1.0 eV

Atom charges from the Mulliken analysis, given in e for atoms 1 to 6: C -1.35; C 0.30; C 0.59; C 0.49; C -0.46; C -0.81

---

Entry 3
The following is a quantum chemistry calculation of C6H9NO2 in the gas phase, from OMol25.

Cartesian coordinates (Å):
C1 -1.795 -1.563 0.063
C2 -1.830 -0.110 -0.316
C3 -0.682 0.539 -0.016
C4 -0.207 1.901 -0.106
N1 1.178 1.584 0.019
C5 0.783 0.169 0.493
C6 1.698 -0.841 -0.044
O1 1.377 -2.003 -0.195
O2 2.960 -0.410 -0.231
H1 -1.758 -2.490 -0.734
H2 -2.597 -2.092 0.751
H3 -0.714 -1.751 0.481
H4 -2.620 0.449 -0.856
H5 -0.809 2.408 0.734
H6 -0.632 2.370 -0.964
H7 1.711 1.543 -0.815
H8 0.887 -0.118 1.652
H9 3.050 0.415 0.084

Output
Frontier orbital gap   9.74 eV
HOMO   -9.109 eV
Total charge   0
E_LUMO   0.6 eV
SMILES string   C/C=C1/CN[C@@H]1C(=O)O

Atom charges from the Mulliken analysis, given in e for atoms 1 to 6: C -0.78; C -0.04; C 0.27; C -0.92; N -0.65; C 0.11

---

Stability summary - winner: entry 3; margin: 122.5 kJ/mol.